ORCA calculation (ωB97M-V with the def2-TZVPD basis set) on a structure of composition C68H91N3O2P2Si2Y.

Last column: Löwdin charge in e.
Positions of all 169 atoms, in Å:
Y (-0.359, 0.176, 0.514)  1.417
C (-0.132, -3.589, -0.606)  -0.210
Si (0.372, -1.848, -1.266)  0.523
C (2.261, -2.039, -1.536)  -0.368
C (2.633, -2.726, -2.688)  -0.159
C (3.952, -2.813, -3.092)  -0.072
C (4.924, -2.145, -2.366)  -0.065
C (4.588, -1.508, -1.186)  -0.119
C (3.271, -1.491, -0.726)  -0.390
P (2.847, -0.963, 0.987)  1.077
C (3.585, -2.356, 2.047)  -0.403
C (2.551, -3.487, 2.171)  -0.222
C (2.859, -4.613, 1.187)  -0.200
C (4.160, -5.320, 1.582)  -0.186
C (5.127, -4.338, 2.246)  -0.190
C (4.955, -2.934, 1.670)  -0.198
C (3.941, 0.476, 1.550)  -0.431
C (5.482, 0.492, 1.465)  -0.188
C (6.002, 1.494, 0.439)  -0.198
C (5.592, 2.918, 0.820)  -0.185
C (4.173, 2.955, 1.408)  -0.182
C (3.354, 1.755, 0.944)  -0.242
C (-0.715, -1.479, -2.815)  -0.331
C (-1.994, -2.034, -2.807)  -0.142
C (-2.982, -1.628, -3.685)  -0.092
C (-2.725, -0.587, -4.561)  -0.090
C (-1.454, -0.044, -4.607)  -0.115
C (-0.428, -0.503, -3.788)  -0.379
P (1.349, -0.110, -4.076)  1.155
C (1.671, 1.592, -3.303)  -0.420
C (3.192, 1.613, -3.065)  -0.240
C (3.677, 3.025, -2.750)  -0.199
C (3.527, 3.920, -3.987)  -0.184
C (2.357, 3.455, -4.863)  -0.198
C (1.233, 2.888, -4.000)  -0.209
C (1.506, 0.056, -5.954)  -0.428
C (0.688, 0.991, -6.847)  -0.213
C (1.220, 0.938, -8.280)  -0.197
C (1.079, -0.477, -8.830)  -0.204
C (1.859, -1.447, -7.950)  -0.199
C (1.380, -1.371, -6.502)  -0.231
H (0.116, -4.352, -1.341)  0.037
H (-1.191, -3.670, -0.379)  -0.004
H (0.407, -3.828, 0.305)  -0.012
H (1.862, -3.203, -3.278)  0.100
H (4.214, -3.362, -3.984)  0.107
H (5.952, -2.132, -2.699)  0.109
H (5.359, -1.005, -0.625)  0.085
H (3.668, -1.868, 3.029)  0.105
H (1.544, -3.085, 2.004)  0.068
H (2.576, -3.896, 3.184)  0.117
H (2.952, -4.194, 0.183)  0.101
H (2.041, -5.335, 1.170)  0.111
H (4.621, -5.755, 0.695)  0.111
H (3.948, -6.140, 2.269)  0.109
H (6.155, -4.667, 2.092)  0.113
H (4.954, -4.308, 3.324)  0.112
H (5.065, -2.993, 0.586)  0.098
H (5.753, -2.306, 2.063)  0.102
H (3.692, 0.490, 2.625)  0.091
H (5.890, -0.494, 1.257)  0.072
H (5.869, 0.786, 2.443)  0.123
H (5.613, 1.248, -0.551)  0.094
H (7.092, 1.423, 0.393)  0.119
H (5.646, 3.551, -0.066)  0.100
H (6.294, 3.319, 1.554)  0.111
H (3.676, 3.884, 1.127)  0.109
H (4.224, 2.931, 2.498)  0.114
H (3.372, 1.693, -0.146)  0.088
H (2.307, 1.863, 1.267)  0.075
H (-2.218, -2.816, -2.096)  0.077
H (-3.957, -2.093, -3.657)  0.108
H (-3.502, -0.200, -5.206)  0.109
H (-1.266, 0.781, -5.271)  0.080
H (1.166, 1.536, -2.319)  0.085
H (3.713, 1.256, -3.958)  0.110
H (3.436, 0.919, -2.257)  0.076
H (4.721, 3.004, -2.431)  0.103
H (3.091, 3.429, -1.921)  0.107
H (4.445, 3.884, -4.576)  0.111
H (3.375, 4.957, -3.678)  0.110
H (2.703, 2.687, -5.552)  0.096
H (1.987, 4.288, -5.464)  0.117
H (0.327, 2.743, -4.589)  0.088
H (0.994, 3.632, -3.238)  0.107
H (2.562, 0.352, -6.043)  0.105
H (0.710, 2.017, -6.486)  0.087
H (-0.346, 0.653, -6.892)  0.095
H (2.268, 1.239, -8.302)  0.115
H (0.653, 1.644, -8.890)  0.113
H (1.445, -0.521, -9.856)  0.110
H (0.022, -0.755, -8.835)  0.115
H (2.921, -1.194, -7.992)  0.116
H (1.740, -2.468, -8.317)  0.110
H (1.963, -2.060, -5.885)  0.094
H (0.334, -1.687, -6.448)  0.116
O (-5.381, -4.015, 4.488)  -0.050
C (-5.503, -3.964, 3.089)  -0.205
C (-4.404, -3.120, 2.508)  -0.164
C (-4.408, -2.703, 1.179)  0.013
C (-3.374, -1.898, 0.737)  -0.125
N (-2.382, -1.463, 1.510)  0.078
C (-2.373, -1.860, 2.792)  -0.204
C (-3.350, -2.706, 3.306)  0.052
C (-1.280, -1.368, 3.655)  -0.205
C (-1.382, -1.418, 5.045)  0.046
C (-0.328, -0.980, 5.836)  -0.159
C (-0.434, -1.057, 7.336)  -0.209
O (-1.751, -0.974, 7.805)  -0.041
C (0.814, -0.510, 5.198)  0.019
C (0.828, -0.488, 3.815)  -0.137
N (-0.183, -0.892, 3.050)  0.062
H (-6.086, -4.562, 4.849)  0.105
H (-6.471, -3.533, 2.795)  0.135
H (-5.440, -4.975, 2.658)  0.140
H (-5.196, -2.991, 0.501)  0.127
H (-3.349, -1.569, -0.295)  0.095
H (-3.313, -3.057, 4.324)  0.120
H (-2.274, -1.776, 5.534)  0.117
H (0.217, -0.308, 7.805)  0.132
H (-0.076, -2.046, 7.643)  0.143
H (-2.082, -0.076, 7.684)  0.103
H (1.668, -0.162, 5.762)  0.124
H (1.710, -0.147, 3.285)  0.063
C (-0.641, 2.231, 1.721)  -0.411
Si (-2.446, 2.766, 1.660)  0.613
C (-2.893, 3.177, -0.170)  -0.216
N (-2.421, 2.175, -1.144)  -0.217
C (-3.468, 1.232, -1.522)  -0.199
C (-4.663, 1.853, -2.288)  -0.151
C (-4.311, 3.204, -2.921)  -0.191
C (-2.873, 3.234, -3.433)  -0.147
C (-1.856, 2.743, -2.371)  -0.188
C (-3.638, 1.494, 2.405)  -0.268
C (-3.421, 1.004, 3.688)  -0.118
C (-4.363, 0.214, 4.320)  -0.083
C (-5.540, -0.115, 3.670)  -0.077
C (-5.782, 0.375, 2.400)  -0.070
C (-4.843, 1.184, 1.788)  -0.104
C (-2.815, 4.336, 2.653)  -0.242
C (-1.992, 5.450, 2.540)  -0.106
C (-2.231, 6.597, 3.273)  -0.086
C (-3.312, 6.653, 4.138)  -0.085
C (-4.144, 5.554, 4.262)  -0.083
C (-3.893, 4.409, 3.529)  -0.094
H (-0.325, 2.098, 2.762)  -0.025
H (-0.043, 3.056, 1.318)  -0.026
H (-2.430, 4.134, -0.411)  0.094
H (-3.970, 3.337, -0.253)  0.079
H (-3.828, 0.730, -0.621)  0.083
H (-2.995, 0.483, -2.163)  0.088
H (-5.518, 1.994, -1.622)  0.102
H (-4.974, 1.154, -3.069)  0.106
H (-4.442, 4.008, -2.196)  0.100
H (-4.995, 3.412, -3.747)  0.114
H (-2.633, 4.257, -3.732)  0.112
H (-2.797, 2.606, -4.324)  0.099
H (-1.250, 1.947, -2.816)  0.080
H (-1.185, 3.553, -2.083)  0.112
H (-2.514, 1.286, 4.205)  0.109
H (-4.199, -0.133, 5.330)  0.107
H (-6.273, -0.735, 4.161)  0.109
H (-6.713, 0.152, 1.900)  0.109
H (-5.073, 1.616, 0.827)  0.082
H (-1.153, 5.407, 1.863)  0.094
H (-1.573, 7.447, 3.170)  0.103
H (-3.501, 7.547, 4.715)  0.104
H (-4.990, 5.589, 4.932)  0.104
H (-4.546, 3.556, 3.636)  0.092

Output
DFT total energy in Eh: -4260.39725
Total charge: +1
Kohn-Sham gap in eV: 6.0